[1]
Molecular formula: C36H53N4OP2Pb
Method: DFT, ωB97M-V with the def2-TZVPD basis set

Positions of all 97 atoms, in Å:
1 C -1.95851 -2.09030 -1.58938
2 C 0.09979 -1.73092 -2.60112
3 C -2.35948 -2.98253 -2.59224
4 C -0.22086 -2.62694 -3.64664
5 C -1.46980 -3.26222 -3.63053
6 H -3.35503 -3.40602 -2.54950
7 H 0.49643 -2.79761 -4.45112
8 H -1.74582 -3.94918 -4.43593
9 N -0.69786 -1.61784 -1.52808
10 P -2.70139 0.18102 0.04992
11 P 2.33292 -0.79790 -0.92475
12 C -2.93819 -1.58016 -0.54098
13 H -3.98160 -1.68779 -0.87546
14 H -2.87553 -2.22660 0.35380
15 C 0.40264 2.38925 1.93102
16 O 0.98004 3.13085 2.59199
17 C 1.34240 -0.84424 -2.62015
18 H 2.03715 -1.16702 -3.40185
19 C 3.72560 0.54280 -1.08990
20 C 2.98045 -2.53789 -0.45308
21 C -3.26128 1.39128 -1.32050
22 C -3.45017 0.48558 1.78850
23 C 3.24776 1.87042 -0.47216
24 H 3.18946 1.83335 0.62077
25 H 3.94084 2.66994 -0.77011
26 H 2.26462 2.16866 -0.84828
27 C 4.97397 0.09524 -0.32290
28 H 4.79330 0.03978 0.75722
29 H 5.37556 -0.85902 -0.67731
30 H 5.76164 0.84810 -0.47145
31 C 4.06573 0.78261 -2.56600
32 H 5.06046 1.24483 -2.63520
33 H 4.08492 -0.12414 -3.17884
34 H 3.36425 1.49363 -3.01391
35 C 3.53282 -2.42851 0.99090
36 H 3.12283 -1.57059 1.53408
37 H 3.27020 -3.31397 1.57906
38 H 4.62651 -2.34957 1.00780
39 C 1.76525 -3.49335 -0.45716
40 H 0.91023 -3.03376 0.04865
41 H 1.46155 -3.78163 -1.47305
42 H 2.01129 -4.42042 0.08827
43 C 4.00404 -2.93556 -1.52767
44 H 4.14379 -2.21441 -2.34337
45 H 4.99080 -3.11074 -1.07685
46 H 3.70827 -3.87728 -2.00466
47 C -3.11388 1.91982 2.25960
48 H -3.13349 1.95590 3.35732
49 H -2.10705 2.25176 1.96724
50 H -3.84499 2.65822 1.91632
51 C -2.82446 -0.48554 2.80480
52 H -2.86435 -1.53043 2.48191
53 H -1.78210 -0.23052 3.03039
54 H -3.38364 -0.41058 3.75069
55 C -4.95269 0.20701 1.65237
56 H -5.32615 -0.30526 2.54629
57 H -5.52913 1.13784 1.56758
58 H -5.23021 -0.43360 0.80692
59 C -2.56508 1.06855 -2.67471
60 H -3.31978 0.94731 -3.46893
61 H -1.88584 1.86048 -3.00213
62 H -1.97912 0.14859 -2.66431
63 C -2.93892 2.84426 -0.91412
64 H -1.89594 2.98817 -0.60308
65 H -3.11610 3.51848 -1.76282
66 H -3.57682 3.19909 -0.10141
67 C -4.76546 1.18972 -1.49110
68 H -5.00806 0.15078 -1.73536
69 H -5.34126 1.48075 -0.61270
70 H -5.13983 1.80623 -2.32186
71 Pb -0.00362 0.50660 0.03219
72 N 0.59963 1.43809 -1.93564
73 C 0.95897 0.65374 -2.87147
74 C 1.02779 1.27431 -4.23430
75 C 0.98900 2.67154 -4.27456
76 C 1.12756 0.52527 -5.41005
77 C 1.12043 3.34039 -5.48188
78 H 0.85265 3.22625 -3.34554
79 C 1.23220 1.19743 -6.62542
80 H 1.10234 -0.56073 -5.35036
81 C 1.23622 2.60403 -6.66956
82 H 1.12091 4.43079 -5.47947
83 H 1.30135 0.63230 -7.55473
84 H 1.32226 3.12931 -7.62844
85 N 0.59250 -3.70695 5.46889
86 C 0.47710 -2.98302 4.32496
87 C -0.29406 -3.44480 3.24240
88 C -0.36243 -2.68266 2.08871
89 N 0.30750 -1.50814 1.95551
90 C 0.99653 -1.02419 3.01152
91 C 1.12286 -1.73011 4.19643
92 H 0.12262 -4.61093 5.56001
93 H 1.13936 -3.40040 6.24627
94 H -0.82035 -4.39874 3.32743
95 H -0.96356 -3.00999 1.22865
96 H 1.45913 -0.03134 2.87492
97 H 1.71361 -1.35201 5.03592

Molar mass (g/mol): 827.00
HOMO-LUMO gap (alpha / beta) (eV): 5.48 / 5.21
Net charge: +3
LUMO energy (alpha / beta) (eV): -10.471 / -10.827
HOMO (alpha / beta) (eV): -15.9 / -16.0

[2]
Molecular formula: C39H32Cl2F5N6O2Se2Tc
Method: DFT, ωB97M-V with the def2-TZVPD basis set

Positions of all 89 atoms, in Å:
1 Tc 0.28925 0.36298 0.24014
2 Cl 0.58214 -4.52116 4.97494
3 C 1.01388 -3.41802 3.72019
4 C 0.03783 -2.58205 3.20780
5 C 0.37018 -1.69456 2.18874
6 N -0.50914 -0.80647 1.56421
7 C -1.87354 -0.76195 1.77500
8 O -2.54120 -1.54955 2.40594
9 C -2.50931 0.43588 1.10801
10 C -3.84390 0.71368 1.33537
11 C -4.40038 1.82393 0.72029
12 C -3.60889 2.60762 -0.10397
13 C -2.27372 2.26813 -0.27103
14 N -1.73343 1.20399 0.32220
15 C 1.68523 -1.64406 1.69139
16 C 2.66097 -2.48531 2.21799
17 C 2.31962 -3.36889 3.22774
18 Cl 3.54002 -4.40524 3.86545
19 N 1.86177 -0.72953 0.64924
20 C 3.00242 -0.61455 -0.11731
21 O 4.03150 -1.23893 0.00932
22 C 2.82602 0.39001 -1.23319
23 C 3.85194 0.59832 -2.13752
24 C 3.65749 1.51515 -3.15881
25 C 2.44837 2.18682 -3.24264
26 C 1.46645 1.91635 -2.30529
27 N 1.65294 1.04096 -1.31779
28 H -0.96984 -2.63180 3.58974
29 H -4.40622 0.06479 1.98847
30 H -5.43765 2.07767 0.88247
31 H -4.00312 3.48171 -0.59906
32 H -1.61118 2.85970 -0.88966
33 H 3.67158 -2.46053 1.84253
34 H 4.76848 0.04268 -2.01626
35 H 4.43858 1.70287 -3.88082
36 H 2.25886 2.91153 -4.02022
37 H 0.50641 2.41493 -2.32908
38 C -6.08056 0.24778 -3.00576
39 C -4.74302 -0.13698 -3.62074
40 C -4.09194 -1.34234 -2.95133
41 C -3.74302 -1.05114 -1.49987
42 N -2.92392 -2.10178 -0.90915
43 C -1.59154 -2.21541 -1.01425
44 Se -0.48568 -0.94881 -1.86896
45 N -1.19441 -3.35987 -0.44248
46 C 0.15001 -3.93885 -0.44002
47 C 0.23818 -5.14596 -1.36096
48 C 0.06143 -4.81564 -2.84045
49 C 1.23375 -4.04030 -3.42343
50 C -2.30922 -3.99663 0.08409
51 C -2.43465 -5.16483 0.82850
52 C -3.70953 -5.50359 1.22890
53 C -4.82250 -4.71328 0.90153
54 C -4.69767 -3.54911 0.17275
55 C -3.41051 -3.20387 -0.22211
56 H -6.54963 1.05919 -3.55737
57 H -5.97575 0.58216 -1.97236
58 H -6.77234 -0.59502 -3.01110
59 H -4.05435 0.71185 -3.57046
60 H -4.87603 -0.35548 -4.68085
61 H -3.17798 -1.61831 -3.48507
62 H -4.76244 -2.20551 -2.99371
63 H -4.63313 -0.97181 -0.87658
64 H -3.19082 -0.11314 -1.41226
65 H 0.37802 -4.20222 0.59473
66 H 0.83608 -3.14651 -0.74014
67 H -0.49429 -5.89284 -1.04675
68 H 1.22118 -5.59581 -1.20153
69 H -0.87405 -4.26435 -2.98726
70 H -0.06032 -5.75014 -3.39113
71 H 1.32090 -3.04196 -2.99412
72 H 1.13017 -3.92249 -4.50010
73 H 2.17050 -4.56572 -3.23936
74 H -1.58110 -5.77035 1.09391
75 H -3.85696 -6.40059 1.81157
76 H -5.80170 -5.02553 1.23404
77 H -5.55677 -2.94334 -0.07147
78 F -2.86721 6.57435 1.42674
79 C -1.96031 5.60615 1.48949
80 C -0.86768 5.61402 0.63007
81 F -0.72557 6.59579 -0.25368
82 C 0.06099 4.58311 0.69643
83 F 1.08024 4.61113 -0.16955
84 C -0.06624 3.53432 1.59479
85 Se 1.23527 2.13395 1.65975
86 C -1.16105 3.55482 2.44077
87 F -1.36580 2.54728 3.29727
88 C -2.10704 4.56825 2.40055
89 F -3.17065 4.53062 3.19792

Molar mass (g/mol): 1038.54
Spin multiplicity: 2
HOMO-LUMO gap (alpha / beta) (eV): 5.78 / 6.51
Net charge: +1
LUMO energy (alpha / beta) (eV): -4.762 / -4.153
HOMO (alpha / beta) (eV): -10.5 / -10.7

[3]
Molecular formula: C6H7O2PS
Method: DFT, ωB97M-V with the def2-TZVPD basis set

Positions of all 17 atoms, in Å:
1 O -3.00527 -0.27520 -0.10379
2 P -1.86611 0.67049 -0.13305
3 O -2.23505 1.54812 1.11080
4 S -2.00434 1.63839 -1.91550
5 C -0.18378 0.01575 0.06214
6 C 0.88486 0.90364 -0.15682
7 C 2.22193 0.48944 0.02830
8 C 2.47996 -0.87051 0.38029
9 C 1.41839 -1.78081 0.55207
10 C 0.09437 -1.33642 0.39082
11 H -3.20637 1.41846 1.02692
12 H -2.77309 0.63739 -2.38673
13 H 0.67710 1.92286 -0.50173
14 H 3.07033 1.14583 -0.11557
15 H 3.49928 -1.26187 0.45677
16 H 1.64929 -2.81818 0.78205
17 H -0.72150 -2.04736 0.52303

Molar mass (g/mol): 174.16
HOMO-LUMO gap (eV): 10.24
SMILES string: O=[P@](O)(S)c1ccccc1
LUMO energy (eV): 0.458
HOMO (eV): -9.8

[4]
Molecular formula: C4H6O2
Method: DFT, ωB97M-V with the def2-TZVPD basis set

Positions of all 12 atoms, in Å:
1 O -0.54625 1.01501 -1.69141
2 C -0.01216 1.41290 -0.67709
3 C 0.70633 0.69952 0.41013
4 C -0.10914 -0.11379 1.11083
5 C -0.50877 -1.21105 0.17822
6 O 0.65644 -1.21173 -0.75833
7 H -0.20546 2.43544 -0.28995
8 H 1.66142 1.07145 0.74633
9 H -0.05835 -0.19744 2.18997
10 H -0.58675 -2.15493 0.74408
11 H -1.37649 -1.11185 -0.46952
12 H 0.37918 -0.63352 -1.49325

Molar mass (g/mol): 86.09
HOMO-LUMO gap (eV): 9.20
SMILES string: O=C/C=C\CO
LUMO energy (eV): 0.440
HOMO (eV): -8.8